No. 1
A cluster of 2 separate species, C19H38BrFN3O4 in total. Source: the Open Molecules 2025 dataset; level of theory: ωB97M-V with the def2-TZVPD basis set.

ORCA input file:
```
! RIJCOSX wB97M-V def2-TZVPD def2/J DEFGRID3
* xyz -1 1
C -2.1914 0.3007 -3.7547
C -1.6410 1.4935 -2.9802
C -1.2222 1.2183 -1.5083
Br -0.9518 -0.6800 -1.1130
N -2.1550 1.8822 -0.6055
C -1.5978 2.0774 0.7437
C -1.2467 3.5711 0.9613
C 0.1768 3.7874 1.3896
F 0.9815 3.3656 0.3603
C -3.4513 1.3088 -0.5857
O -3.7779 0.3664 -0.0013
O -4.3838 1.9997 -1.3356
C -4.6664 3.2855 -0.7924
C -4.7937 4.3600 -1.8493
O -5.2737 5.5460 -1.2178
C -3.4581 4.6756 -2.5707
N -3.4676 4.3910 -4.0070
H -2.5244 0.6650 -4.7236
H -1.4234 -0.4345 -3.9385
H -3.0494 -0.1266 -3.2543
H -0.7807 1.8830 -3.5139
H -2.3823 2.2670 -2.9482
H -0.2674 1.6926 -1.3563
H -2.2749 1.7410 1.5154
H -0.6824 1.5134 0.8798
H -1.9710 4.0332 1.6282
H -1.3562 4.0687 0.0076
H 0.4652 3.2179 2.2652
H 0.3304 4.8446 1.5578
H -5.6297 3.2210 -0.2928
H -3.9390 3.6215 -0.0553
H -5.5298 4.1114 -2.5994
H -4.5346 5.9527 -0.7498
H -2.6508 4.1289 -2.0993
H -3.2393 5.7351 -2.4703
H -4.3248 4.7587 -4.3990
H -3.4766 3.3893 -4.1613
C 0.9724 -2.8842 1.0878
C 2.4965 -2.7476 0.8975
C 3.0789 -1.9658 2.0853
C 3.1208 -2.7342 3.4071
C 3.2479 -4.2501 3.2084
C 3.8415 -4.6683 1.8542
N 3.0255 -4.1122 0.7983
O 3.4849 -4.4594 -0.4813
C 3.7363 -6.1913 1.7788
C 5.3335 -4.2897 1.7974
C 2.7327 -1.8922 -0.3415
H 0.5287 -3.4063 0.2375
H 0.4845 -1.9021 1.1712
H 0.7288 -3.4513 1.9881
H 4.0965 -1.6521 1.8359
H 2.5179 -1.0329 2.2265
H 3.9628 -2.3648 4.0016
H 2.2249 -2.5205 3.9987
H 3.8394 -4.6722 4.0286
H 2.2558 -4.7025 3.3027
H 2.6894 -6.5003 1.7595
H 4.2128 -6.6569 2.6515
H 4.2228 -6.5785 0.8839
H 5.8852 -4.7673 2.6174
H 5.4979 -3.2131 1.8787
H 5.7796 -4.6258 0.8610
H 2.2698 -0.9066 -0.2067
H 2.2950 -2.3425 -1.2306
H 3.7982 -1.7423 -0.5228
*
```

The value obtained for the HOMO-LUMO gap is 2.820 eV. The value obtained for the total energy is -105737.17648 eV. The calculation puts the largest force on an atom at 0.0666 hartree/bohr.

No. 2
A cluster of 6 separate species, C19H38Cl10F3IN3O2S in total. Source: the Open Molecules 2025 dataset; level of theory: ωB97M-V with the def2-TZVPD basis set.

ORCA input file:
```
! RIJCOSX wB97M-V def2-TZVPD def2/J DEFGRID3
* xyz 1 1
C 4.6362 -2.6056 1.7233
C 3.6964 -2.0393 0.5175
C 2.6509 -0.9526 1.0614
N 1.2410 -1.1524 0.6093
C 0.3798 -1.7202 1.6648
I 0.0603 -0.3144 3.3546
C 0.8340 -3.1709 2.1776
C 0.0407 -4.4026 1.5348
N -1.4612 -4.2867 1.5919
C -1.9636 -2.9068 1.8713
S -3.8062 -2.8117 1.5816
O -4.2181 -3.5893 0.3629
O -4.4865 -3.4016 2.7954
C -4.4519 -1.0730 1.3939
F -5.7975 -1.1076 1.8150
F -4.4183 -0.6842 0.0321
F -3.7989 -0.1273 2.1990
C -1.1080 -1.8784 0.9949
N -1.0680 -2.1836 -0.4644
H 5.7442 -2.6076 1.4263
H 4.2494 -3.6345 2.0156
H 4.5816 -1.9374 2.6532
H 4.4319 -1.5331 -0.2096
H 3.1896 -2.8902 -0.0458
H 2.7906 -0.8722 2.1886
H 2.9825 0.0637 0.6306
H 0.8795 -0.1824 0.4689
H 0.6342 -3.1963 3.3117
H 1.9453 -3.3929 2.0535
H 0.3443 -5.4093 1.9956
H 0.3123 -4.4146 0.4158
H -1.8365 -4.5516 0.6516
H -1.9099 -4.9523 2.2552
H -1.8236 -2.7091 2.9980
H -1.6255 -0.8527 1.1108
H -2.0262 -2.4844 -0.7435
H -0.9691 -1.2618 -0.9317
Cl 3.6129 0.2924 4.7345
C 3.7951 2.0456 4.9977
C 2.5286 2.8106 4.6691
Cl 2.1760 2.8127 2.9214
H 4.6392 2.3909 4.3990
H 4.0466 2.1817 6.0511
H 2.6387 3.8540 4.9698
H 1.6625 2.3967 5.1883
Cl -2.8793 2.6727 -2.3092
C -2.7144 1.9053 -0.7110
C -1.3328 2.1002 -0.1242
Cl -0.0877 1.1909 -1.0217
H -2.9602 0.8490 -0.8169
H -3.4612 2.3648 -0.0605
H -1.3106 1.7353 0.9056
H -1.0441 3.1522 -0.1178
Cl -3.5723 8.2656 -3.9419
C -4.2851 6.6749 -3.5772
C -3.7788 5.5943 -4.5100
Cl -4.3745 5.8095 -6.1751
H -5.3707 6.7711 -3.6262
H -4.0106 6.4338 -2.5483
H -4.1317 4.6180 -4.1722
H -2.6884 5.5693 -4.5416
Cl -6.1593 4.4934 -11.5050
C -5.9954 3.7269 -9.9055
C -4.6134 3.9215 -9.3170
Cl -3.3681 3.0115 -10.2091
H -6.2417 2.6692 -10.0104
H -6.7423 4.1878 -9.2561
H -4.5941 3.5575 -8.2882
H -4.3240 4.9734 -9.3107
Cl 8.2805 -3.5854 1.4132
C 8.8753 -3.3520 3.0763
C 7.8232 -3.6855 4.1145
Cl 6.4800 -2.5118 4.1186
H 9.2195 -2.3211 3.1705
H 9.7370 -4.0110 3.1981
H 8.2671 -3.6597 5.1114
H 7.4025 -4.6794 3.9552
*
```

The value obtained for the HOMO-LUMO gap is 8.016 eV. The value obtained for the total energy is -181188.04922 eV. The calculation puts the largest force on an atom at 0.1445 hartree/bohr.

No. 3
A structure of composition C19H38Cl6O11. Source: the Open Molecules 2025 dataset; level of theory: ωB97M-V with the def2-TZVPD basis set.

ORCA input file:
```
! RIJCOSX wB97M-V def2-TZVPD def2/J DEFGRID3
* xyz 0 1
C -1.8635 -0.1254 0.8735
Cl -1.4745 -1.5992 -0.0419
Cl -0.9134 1.2151 0.1862
H -2.9339 0.0793 0.8962
H -1.4672 -0.2281 1.8836
C -1.6562 -2.5986 2.6802
Cl -0.1503 -1.9295 2.0704
Cl -3.0278 -1.5228 2.6246
H -1.9561 -3.4311 2.0438
H -1.4179 -2.8735 3.7077
C -2.4286 2.5296 1.9188
Cl -2.3618 1.3438 3.3603
Cl -3.4968 1.8609 0.6282
H -2.7740 3.5035 2.2657
H -1.4175 2.8178 1.6313
C -0.4133 -3.3479 -0.4339
C 0.3653 -1.9836 -0.4963
O 1.8053 -2.1393 -0.4594
C 2.4208 -2.3998 -1.5769
O 1.7981 -2.6268 -2.6526
O 3.7441 -2.6818 -1.2894
C 4.5312 -3.4825 -2.1732
H -1.4984 -3.2442 -0.4377
H -0.2038 -3.8259 0.5230
H -0.1201 -3.9730 -1.2773
H 0.1346 -1.3890 0.3877
H 0.0125 -1.3402 -1.3022
H 5.4785 -2.9807 -2.3704
H 4.0812 -3.6713 -3.1478
H 4.8132 -4.4461 -1.7488
C -2.4469 0.1834 5.8685
C -0.9097 0.4598 5.7291
O -0.5788 0.5968 4.3109
C 0.4010 0.0086 3.6678
O 1.1766 -0.7885 4.2059
O 0.4470 0.4276 2.3084
C 1.5290 0.0278 1.4891
H -2.9361 1.1292 5.6354
H -2.8540 -0.0947 6.8406
H -2.8081 -0.5422 5.1398
H -0.3347 -0.3844 6.1096
H -0.5467 1.3644 6.2169
H 2.5078 0.3531 1.8413
H 1.3729 0.4133 0.4815
H 1.5483 -1.0558 1.3727
C 0.7865 -3.0012 -5.6048
C 0.4708 -1.9867 -4.4886
O -0.6049 -1.1343 -4.9380
C -1.3806 -0.3883 -4.1141
O -2.2555 0.3834 -4.6232
O -1.0487 -0.4706 -2.8516
C -1.8659 0.1448 -1.8912
H 1.7463 -3.5027 -5.4816
H 0.8396 -2.4501 -6.5438
H 0.0455 -3.7908 -5.7297
H 1.4345 -1.5004 -4.3370
H 0.1246 -2.5105 -3.5976
H -1.7999 1.2202 -2.0562
H -1.4083 -0.0478 -0.9208
H -2.9077 -0.1727 -1.9369
O 2.5559 5.9128 -1.0097
C 1.4149 5.5798 -1.3116
O 0.7999 4.4549 -0.8722
C 1.4631 3.6027 0.1002
C 0.8072 2.2363 0.1228
C 0.5830 6.4774 -2.1758
H 1.3186 4.0262 1.0941
H 2.5521 3.5643 0.0747
H -0.2517 2.2992 0.3736
H 1.2243 1.6801 0.9623
H 0.9896 1.6693 -0.7900
H 0.7478 6.3182 -3.2414
H 0.8850 7.4727 -1.8498
H -0.4438 6.3052 -1.8531
*
```

The energy relative to the best compared isomer or geometry (same formula, charge and spin) comes out at 2475.1 kJ/mol. The value obtained for the HOMO-LUMO gap is 8.814 eV. The value obtained for the total energy is -117951.59532 eV. The calculation puts the largest force on an atom at 0.2980 hartree/bohr.

No. 4
A structure of composition C19H38EuO3P. Source: the Open Molecules 2025 dataset; level of theory: ωB97M-V with the def2-TZVPD basis set.

ORCA input file:
```
! RIJCOSX wB97M-V def2-TZVPD def2/J DEFGRID3
* xyz 2 7
C 1.1685 2.6286 0.1841
H 1.3110 3.0684 1.1627
H 1.8873 1.9358 -0.2523
H 1.3492 1.5354 2.3647
C 0.0324 3.0842 -0.6708
H -0.2655 2.3627 -1.4781
H -0.8592 3.1741 -0.0239
C 0.2824 4.4603 -1.3499
H -0.6696 4.9021 -1.6508
H 0.7885 5.1166 -0.6410
H 0.9112 4.3697 -2.2435
C -1.0262 -2.3879 -1.5272
C -1.3852 -1.5567 -2.6584
C -0.2464 -0.7235 -2.9363
C 0.7969 -1.0908 -2.0582
C 0.3221 -2.0815 -1.1698
C 1.0987 -2.7537 -0.0903
C 2.1855 -0.5505 -2.1171
C -0.1853 0.4261 -3.8882
C -2.7992 -1.2174 -3.0158
C -1.9562 -3.2013 -0.6938
Eu -1.7795 -0.0823 -0.6573
H 2.8245 -0.9935 -1.3510
H 2.6761 -0.7332 -3.0957
H 2.1902 0.5434 -1.9589
H 2.1695 -2.5327 -0.1661
H 0.7852 -2.4509 0.9241
H 0.9962 -3.8532 -0.1479
H -2.9940 -2.8096 -0.6337
H -2.0177 -4.1822 -1.1900
H -1.5962 -3.3865 0.3365
H -2.8511 -0.4434 -3.7916
H -3.2249 -2.1417 -3.4249
H -3.4965 -0.9003 -2.1862
H 0.2726 1.3297 -3.4431
H 0.4349 0.1557 -4.7599
H -1.1783 0.7123 -4.2596
C -3.0106 -0.4337 3.3589
C -2.7252 0.1995 2.0327
O -0.8432 0.3918 1.7129
P 0.3482 0.5553 2.7218
O -0.1883 1.0210 4.1494
C -0.0819 0.3815 5.5413
C -0.0236 1.4794 6.5813
O 1.0953 -0.8232 2.8741
C 2.4925 -1.1800 3.1190
C 3.3732 -0.0295 3.4934
H -2.7845 -1.4918 3.2813
H -4.0652 -0.3554 3.6636
H -2.4175 0.0212 4.1528
H -3.0036 -0.4870 1.2068
H -2.9900 1.2616 1.9201
H -0.9680 -0.2432 5.7079
H 0.8196 -0.2406 5.5900
H -0.8795 2.1651 6.5304
H -0.0382 1.0010 7.5693
H 0.9056 2.0548 6.4983
H 2.4950 -1.9499 3.8902
H 2.8210 -1.6525 2.1952
H 3.3800 0.7598 2.7331
H 3.1100 0.3968 4.4707
H 4.3969 -0.4221 3.5808
*
```

The value obtained for the HOMO-LUMO gap (spin up / spin down) is 4.894 / 4.797 eV. The value obtained for the total energy is -55059.83299 eV. The expectation value of S² is 12.045. The calculation puts the largest force on an atom at 0.0534 hartree/bohr.

No. 5
A structure of composition C19H38IrO2P2. Source: the Open Molecules 2025 dataset; level of theory: ωB97M-V with the def2-TZVPD basis set.

ORCA input file:
```
! RIJCOSX wB97M-V def2-TZVPD def2/J DEFGRID3
* xyz 2 6
Ir 0.2431 -0.0242 -0.4432
H -1.3571 -0.5102 0.0854
H -1.3372 0.4064 0.1815
P -0.0716 -2.2776 -0.7212
P -0.0827 2.2031 -0.8175
C 1.4085 3.1747 -0.4242
H 1.2265 4.2450 -0.5901
H 1.7050 3.0138 0.6197
H 2.2257 2.8388 -1.0729
C -0.5000 2.5133 -2.5590
H -1.4859 2.0811 -2.7710
H -0.5120 3.5890 -2.7726
H 0.2475 2.0178 -3.1907
C -1.4078 2.8720 0.2381
H -1.2793 2.4667 1.2524
H -1.3681 3.9699 0.2532
H -2.3766 2.5459 -0.1561
C -0.2305 -2.7276 -2.4765
H -0.2469 -3.8198 -2.5839
H -1.1586 -2.2910 -2.8674
H 0.6244 -2.3056 -3.0192
C 1.3665 -3.1959 -0.0778
H 1.4340 -3.0701 1.0124
H 1.2673 -4.2630 -0.3181
H 2.2810 -2.8039 -0.5423
C -1.5361 -2.9714 0.1254
H -2.4281 -2.4658 -0.2658
H -1.6200 -4.0518 -0.0639
H -1.4716 -2.7866 1.2072
C 1.8753 0.0686 0.4786
O 2.8954 0.0948 1.0369
H 0.4214 -0.1495 -2.0521
C 0.8626 4.1245 3.1453
C 0.0665 3.7913 4.4020
C -1.4201 4.0944 4.2083
C 0.2436 2.3668 4.9198
C 0.1392 2.1291 6.2730
C 0.2330 0.8439 6.8047
C 0.4408 -0.2393 5.9468
C 0.4927 -0.0703 4.5814
C 0.6222 -1.2824 3.6640
C 1.9960 -1.9354 3.8005
C -0.5328 -2.2585 3.8698
C 0.3464 1.2524 3.9966
O 0.2690 1.4015 2.7456
H 0.3888 3.6871 2.2617
H 1.8730 3.7134 3.2147
H 0.9267 5.2153 3.0307
H 0.4421 4.4385 5.2063
H -1.8369 3.4648 3.4120
H -1.9756 3.8737 5.1282
H -1.5842 5.1439 3.9420
H -0.0197 2.9909 6.9222
H 0.1542 0.6961 7.8808
H 0.5240 -1.2563 6.3447
H 0.5481 -0.8588 2.6520
H 2.2181 -2.1661 4.8488
H 2.0533 -2.8564 3.2122
H 2.7540 -1.2351 3.4325
H -1.4765 -1.7284 3.6899
H -0.4560 -3.1068 3.1810
H -0.5412 -2.6354 4.9014
*
```

The value obtained for the HOMO-LUMO gap (spin up / spin down) is 3.628 / 4.013 eV. The value obtained for the total energy is -45809.45745 eV. The expectation value of S² is 8.777. The calculation puts the largest force on an atom at 0.0795 hartree/bohr.

No. 6
A cluster of 2 separate species, C19H38N5O4S in total. Source: the Open Molecules 2025 dataset; level of theory: ωB97M-V with the def2-TZVPD basis set.

ORCA input file:
```
! RIJCOSX wB97M-V def2-TZVPD def2/J DEFGRID3
* xyz 1 1
C 1.6729 3.2566 3.4170
C 2.9596 2.3211 3.2326
O 2.6753 0.8885 3.4757
C 1.7902 0.4383 2.5151
N 1.7868 0.5644 1.0879
C 0.6242 -0.1039 0.5178
N 0.2887 -0.1973 -0.7752
S -1.1044 -0.9914 -1.4205
C 1.2816 0.4435 -1.7350
C 0.7345 0.6034 -3.2184
C -0.4099 1.7289 -3.3946
C -0.2476 2.9933 -2.4274
C -1.3692 2.9003 -1.2796
C -2.7652 3.3470 -1.9783
O -3.1687 4.6139 -1.4122
C -4.6243 4.6001 -1.2987
N -0.1054 -0.6533 1.6226
O -1.2178 -1.3909 1.7290
C -2.3139 -0.6679 2.3711
C -3.6656 -0.6643 1.4910
N 0.5980 -0.3401 2.7405
O 0.3952 -0.6263 4.0460
C 0.5631 -2.0455 4.3419
C 1.6743 -2.7887 3.4741
H 1.4265 3.7727 2.4350
H 0.7374 2.6836 3.7557
H 1.8232 4.0866 4.1947
H 3.3128 2.3686 2.1417
H 3.7645 2.7105 3.9384
H -2.2664 -0.3997 -0.8909
H 2.1506 -0.3107 -1.7885
H 1.7309 1.4002 -1.3277
H 0.4496 -0.3901 -3.7211
H 1.6237 0.9870 -3.8414
H -1.4621 1.3036 -3.3398
H -0.2881 2.1169 -4.4703
H 0.8045 3.1797 -2.0465
H -0.5221 3.9176 -3.0538
H -1.4428 1.8163 -0.9029
H -1.1403 3.5579 -0.3733
H -3.5584 2.5275 -1.8875
H -2.6338 3.5166 -3.1107
H -4.8892 5.5194 -0.6657
H -5.0286 4.6818 -2.3658
H -5.0128 3.6628 -0.7587
H -2.5761 -1.2684 3.3173
H -2.0307 0.3714 2.7516
H -3.6132 0.2205 0.7801
H -4.5149 -0.4391 2.2279
H -3.8234 -1.6343 0.9196
H -0.4271 -2.6136 4.3054
H 0.9132 -2.0992 5.4352
H 1.7865 -3.8427 3.9164
H 2.7183 -2.3203 3.5689
H 1.3317 -2.8587 2.3828
C 3.4152 -4.2277 -2.3932
C 2.1752 -4.6008 -1.5872
C 1.0493 -5.1693 -2.4546
C 0.6224 -4.1514 -3.4687
N 0.2882 -3.3557 -4.2731
H 3.2017 -3.4392 -3.1192
H 4.2004 -3.8549 -1.7313
H 3.8080 -5.0944 -2.9319
H 1.8191 -3.7136 -1.0526
H 2.4516 -5.3419 -0.8320
H 0.1911 -5.4328 -1.8319
H 1.3818 -6.0723 -2.9727
*
```

The energy relative to the best compared isomer or geometry (same formula, charge and spin) comes out at 406.7 kJ/mol. The value obtained for the HOMO-LUMO gap is 9.182 eV. The value obtained for the total energy is -46778.63065 eV. The calculation puts the largest force on an atom at 0.1357 hartree/bohr.

No. 7
A structure of composition C19H38NO4P3Pb. Source: the Open Molecules 2025 dataset; level of theory: ωB97M-V with the def2-TZVPD basis set.

ORCA input file:
```
! RIJCOSX wB97M-V def2-TZVPD def2/J DEFGRID3
* xyz 4 1
P -1.5287 2.2670 -1.6993
C -2.3327 3.4212 -0.5505
H -2.6586 4.2929 -1.1347
H -1.5936 3.7069 0.2134
H -3.1852 2.9197 -0.0715
C -0.4288 3.3567 -2.6664
H 0.0782 2.7963 -3.4645
H 0.3346 3.7695 -1.9903
H -1.0484 4.1598 -3.0871
C -2.8286 1.8163 -2.8969
H -3.1369 2.7284 -3.4240
H -3.6725 1.3678 -2.3553
H -2.4270 1.0759 -3.6045
P -1.4282 -2.8369 0.1724
C -2.6564 -3.1617 1.4689
H -2.8745 -4.2370 1.4449
H -3.5554 -2.5628 1.2717
H -2.2259 -2.8680 2.4362
C -2.2841 -3.3829 -1.3527
H -1.5865 -3.4268 -2.2029
H -3.0804 -2.6616 -1.5910
H -2.7139 -4.3753 -1.1545
C -0.2025 -4.1676 0.4222
H -0.7351 -5.1259 0.3646
H 0.2654 -4.0470 1.4084
H 0.5823 -4.1175 -0.3461
P 2.8524 0.1155 1.4555
C 3.0719 0.5372 3.2031
H 4.1494 0.6679 3.3631
H 2.6738 -0.2879 3.8092
H 2.5125 1.4598 3.4107
C 4.1721 -1.0872 1.0725
H 5.0857 -0.7398 1.5742
H 4.3229 -1.1712 -0.0150
H 3.8634 -2.0692 1.4630
C 3.4081 1.6264 0.5867
H 4.4069 1.8816 0.9678
H 2.6890 2.4301 0.8019
H 3.4473 1.4733 -0.5025
Pb 0.5406 -0.2679 -1.1371
C -2.2705 -0.0332 0.0218
O -3.3126 0.1220 0.5025
C 0.4688 -1.1093 1.8505
O 0.1987 -1.5337 2.8950
C 2.2451 -1.7974 -2.0781
C 2.6694 -0.4634 -2.3513
C 1.8290 0.4170 -3.0942
C 0.5661 -0.0459 -3.5776
C 0.1404 -1.3777 -3.3024
C 0.9878 -2.2550 -2.5629
H 2.8912 -2.4741 -1.4961
H 3.6486 -0.1143 -1.9926
H 2.1491 1.4527 -3.2887
H -0.0851 0.6263 -4.1565
H -0.8410 -1.7273 -3.6600
H 0.6743 -3.2916 -2.3728
N -2.1565 1.5848 3.8295
C -0.8258 2.2310 3.6634
C -0.3565 1.8045 2.2699
O 0.5040 2.4928 1.6838
O -0.9284 0.7354 1.8488
H -2.8750 2.1582 3.3731
H -2.4238 1.4833 4.8092
H -2.1143 0.6701 3.3313
H -0.9099 3.3150 3.7561
H -0.1454 1.8536 4.4345
*
```

The value obtained for the HOMO-LUMO gap (spin up / spin down) is 4.262 / 5.875 eV. The value obtained for the total energy is -63069.27809 eV. The calculation puts the largest force on an atom at 0.1340 hartree/bohr.